Here is a molecular structure, C33H98B3N6O10SnZn from the OMol25 dataset. Energies are from ωB97M-V with the def2-TZVPD basis set.

XYZ file:
```
152
Properties=species:S:1:pos:R:3:forces:R:3
Sn -21.715764 -20.202489 28.746166 2.2120 0.9622 1.6476
Zn -18.007422 -19.307019 31.099242 1.3054 0.2765 1.1781
B -19.997733 -19.474063 31.934652 -0.2659 0.5718 0.7047
H -19.997424 -18.952360 32.879148 -0.5910 1.6791 3.4987
H -19.678461 -18.740191 31.210960 -0.0030 2.8578 -2.5529
H -19.274866 -20.272325 32.001663 2.3419 -3.3256 0.5393
H -20.931730 -19.932732 31.649119 -3.6348 -2.0463 -1.5183
B -17.047527 -17.476140 31.309839 0.5258 0.6884 0.2801
H -18.098897 -17.419659 31.545801 -3.9392 0.7396 1.4945
H -17.018771 -17.906015 30.320593 0.7842 -1.1788 -4.2454
H -16.603362 -16.492801 31.307233 1.3261 3.2929 -0.1106
H -16.494843 -18.119954 31.976389 1.9630 -2.1246 2.5936
B -18.589885 -19.888996 29.133035 -1.4732 -0.0935 -1.4189
H -17.539539 -19.843670 29.375839 4.0487 -0.0612 -0.3951
H -18.970020 -20.581284 29.868217 -2.1472 -3.3000 2.0447
H -18.983439 -18.912769 29.370372 -1.6744 3.7019 0.4479
H -18.811928 -20.072924 28.093270 -0.5617 -1.1259 -3.9204
C -13.304825 -23.456829 30.585683 0.0141 0.0737 0.0875
O -14.269822 -22.443506 30.718722 -1.0027 0.6571 0.0045
C -14.100455 -21.555104 31.825886 -1.3550 -0.2340 -0.5811
C -15.248375 -20.403545 31.734542 1.6582 -1.5147 0.3303
N -16.617862 -20.876347 31.388243 1.6042 0.1627 -0.2808
C -17.279037 -21.789584 32.318355 -0.0333 1.1805 0.8133
C -17.368030 -21.035489 33.720123 0.3373 -0.1890 -0.1907
O -17.469262 -19.577373 33.587344 -0.4332 -2.2215 0.8482
C -17.110816 -18.903556 34.807707 1.0786 1.2997 -1.8794
H -12.282143 -23.085081 30.649030 0.1320 0.3121 -0.0914
H -13.462359 -23.878416 29.592929 0.0771 -0.2363 0.2093
H -13.408071 -24.194893 31.381117 -0.1259 -0.3085 -0.0500
H -13.067038 -21.225061 31.719969 -0.1168 0.9387 0.4760
H -14.192303 -22.112661 32.757983 -0.0104 -0.1090 0.2621
H -14.885746 -19.797189 30.904519 -0.4284 0.5040 0.2602
H -15.324886 -19.878786 32.686834 0.4122 0.2357 -0.3226
H -16.386220 -21.378012 30.542792 -0.6997 -0.3278 -0.5645
H -16.742658 -22.738279 32.338232 0.0477 -0.0508 0.6565
H -18.250468 -21.974383 31.859801 -0.1098 -0.1335 0.4112
H -16.472710 -21.297689 34.283823 0.5706 0.3481 -0.1586
H -18.122101 -21.444388 34.392628 -0.6762 0.1175 -0.4391
H -16.971486 -17.866411 34.502720 -0.4607 0.2882 -0.2115
H -16.057557 -19.135621 34.965457 -0.1284 -0.6715 1.1381
H -17.817270 -18.848588 35.635957 0.0560 -0.9627 -0.0285
C -25.336221 -16.280035 33.707856 0.4695 -0.8161 0.1989
O -25.606330 -17.516707 33.070988 0.6180 -0.4589 -0.7418
C -24.568103 -18.485442 33.170431 -0.2730 0.7302 -1.3889
C -24.154254 -19.101941 31.787787 0.1817 0.0813 1.1903
N -22.990799 -18.522754 31.083020 0.0901 0.2229 -0.2733
C -23.090457 -17.138103 30.580205 0.3109 -0.7172 -1.1183
C -21.738718 -16.582161 30.163419 0.7603 1.1758 0.0237
O -21.284245 -16.944308 28.865139 0.6678 -1.4535 -0.6597
C -19.976099 -16.312406 28.575142 -1.1571 -0.2366 0.6594
H -24.337203 -15.912367 33.473617 0.1656 0.1841 -0.3962
H -25.285446 -16.513061 34.771443 -0.5684 0.7728 0.3304
H -26.084536 -15.570754 33.354220 0.0065 -0.0695 0.5543
H -24.884265 -19.308926 33.810757 -0.1312 0.0231 0.0683
H -23.632953 -18.082315 33.559110 0.0057 0.3074 0.4529
H -24.997590 -19.218444 31.107121 0.0012 -0.1526 0.1668
H -23.782654 -20.030657 32.220825 -0.0603 -0.6852 -0.9442
H -22.232417 -18.505542 31.749862 0.4520 -0.4098 0.0771
H -23.558506 -16.450119 31.284260 -0.1118 -0.0641 0.0357
H -23.657603 -17.211591 29.652270 -0.5318 0.4677 0.0982
H -20.916701 -16.774386 30.852951 -0.1515 -0.3478 0.5007
H -21.796576 -15.495359 30.103301 -0.3943 0.2941 0.3909
H -19.578989 -16.709085 27.640776 -0.3335 0.1430 0.0597
H -19.259982 -16.493639 29.376660 -0.0228 -0.2736 0.1170
H -20.176904 -15.241156 28.560422 0.2036 0.0771 -0.4010
C -11.287152 -13.260845 33.763107 -0.2899 0.2278 0.2927
O -12.163200 -12.930744 32.651162 0.6943 -1.1779 2.4298
C -11.827086 -11.693989 32.123350 0.5901 0.2886 -2.1689
C -12.932577 -11.300986 31.145996 -0.4050 0.2470 0.5709
N -13.162504 -12.183476 29.979597 -0.0706 0.7373 0.3549
C -14.591371 -12.104481 29.539332 0.5603 -1.4052 -0.1247
C -14.920344 -12.927973 28.220918 -0.2504 1.5066 2.1947
O -14.741944 -14.325813 28.380213 1.2833 -0.8364 -0.3055
C -15.770447 -15.063452 29.024023 -1.6167 1.4718 -0.2163
H -11.243035 -12.509169 34.551229 -0.6773 0.6430 -0.1111
H -10.222922 -13.344620 33.542890 -0.0031 -0.3861 -0.8966
H -11.623119 -14.150705 34.295448 -0.1314 -0.0861 -0.5488
H -10.880585 -11.823788 31.598573 0.3906 0.2201 -0.2137
H -11.666578 -10.905148 32.858245 -0.3233 0.0177 0.3152
H -12.825266 -10.255483 30.857038 0.3347 0.0012 -0.3624
H -13.775296 -11.271548 31.836691 -0.7775 -0.1666 -0.1700
H -12.907220 -13.107348 30.298017 -0.3394 -0.3635 -0.2440
H -14.816066 -11.048571 29.388803 -0.0963 -0.0056 -0.2033
H -15.226187 -12.484069 30.339976 -0.2543 0.1934 0.1698
H -14.327016 -12.408087 27.468736 0.5082 -1.2279 -0.4610
H -15.951593 -12.686214 27.963683 -0.3589 -0.1564 0.0269
H -16.592374 -15.226265 28.326871 -0.3781 0.2688 -0.4337
H -16.190077 -14.470666 29.836807 -0.0565 0.0567 0.2665
H -15.680665 -16.071131 29.429757 1.7522 0.1602 -0.1859
C -17.262761 -11.484407 33.705112 -0.6579 0.1848 -0.4588
C -16.960348 -12.968113 33.577813 2.6513 1.2916 0.4835
C -17.998255 -13.843194 33.077711 -2.3905 -1.0254 -0.2063
O -18.805712 -14.124954 34.228286 -0.4212 -0.8244 -0.8267
C -19.442704 -15.379427 34.131901 -0.7821 0.3841 1.3250
N -15.769741 -13.100883 32.752557 0.3150 0.0574 -0.4548
H -18.261882 -11.386564 34.129724 0.0420 0.3729 0.1400
H -17.215529 -10.983712 32.738070 -0.3431 -0.2313 -0.2920
H -16.535552 -10.914938 34.283873 0.0126 -0.4197 0.4530
H -16.820789 -13.319934 34.599994 0.3756 -0.1947 0.2211
H -17.660709 -14.782538 32.639761 0.6535 -0.1311 0.2292
H -18.656076 -13.443662 32.305864 -0.0385 0.5561 -0.2183
H -20.035908 -15.576860 33.239029 0.2534 0.2786 -0.5488
H -20.170884 -15.345238 34.942269 -0.0949 -0.2915 0.1328
H -18.785308 -16.226235 34.328978 0.3351 -0.0008 -0.2522
H -14.954226 -12.731159 33.219827 0.1292 0.0854 0.0011
H -15.550228 -14.058706 32.519151 -0.0544 -0.1998 0.3192
C -20.176088 -23.391538 30.406561 0.4621 -1.8903 -0.8349
C -19.260047 -23.402394 29.146948 -1.5271 0.4656 2.1992
C -18.711028 -24.772380 28.767300 0.2733 -0.7270 -0.7958
O -17.968807 -24.623510 27.587594 0.7545 -0.1802 -0.7756
C -16.748932 -23.936722 27.806031 0.3535 0.2763 -0.0412
N -19.932339 -22.811550 28.018236 -0.8147 1.0273 -0.1049
H -21.120828 -23.922252 30.288603 -0.5681 0.4978 -0.7549
H -20.318034 -22.415170 30.869887 0.2407 -0.1516 0.1595
H -19.741978 -24.182056 31.018704 0.5024 0.7280 1.0486
H -18.516002 -22.646276 29.397525 0.6868 -0.5051 -0.0847
H -19.457638 -25.512569 28.479581 -0.8074 0.4164 0.1164
H -18.100373 -25.377060 29.437790 0.1235 0.7416 0.9657
H -16.868906 -22.882303 27.557241 0.1370 0.2678 0.2028
H -15.927319 -24.305398 27.191924 -0.3667 -0.3236 -0.2946
H -16.417071 -24.060901 28.836831 -0.0170 0.1789 0.2097
H -19.199147 -22.770586 27.324798 -0.3610 0.2652 -0.8380
H -20.699481 -23.377585 27.684779 0.1255 -0.4473 -0.2141
C -13.089673 -16.629394 34.970368 2.1026 -0.0158 1.3283
C -12.885743 -16.544904 33.506019 -2.1449 -0.1976 -1.4642
C -12.371455 -17.830746 32.768179 0.6901 0.3629 1.9967
O -11.070185 -18.203813 33.321146 -1.2900 2.7052 -0.4626
C -10.685476 -19.449882 32.925142 0.4551 -0.9615 0.0308
N -14.282526 -16.223239 33.091012 0.4143 0.7573 -1.3667
H -12.077268 -16.767848 35.349800 -0.1027 -1.2351 0.8401
H -13.872403 -17.346067 35.218959 0.4831 -0.3782 0.2432
H -13.333942 -15.708245 35.499443 -0.5176 0.3792 -0.7992
H -12.236785 -15.712734 33.233151 -0.1377 -0.0617 -0.0532
H -12.369983 -17.706500 31.685278 0.4325 0.3140 -0.1567
H -13.065974 -18.650887 32.950149 -0.2694 -0.2603 0.3015
H -11.223333 -20.128196 33.587475 -0.2027 -0.9344 -0.5819
H -9.623263 -19.626201 33.094572 0.0902 0.3324 0.1774
H -10.835251 -19.557546 31.850858 -0.3176 -0.6117 -0.1383
H -14.909707 -17.008303 32.988986 0.1738 -0.4699 0.2331
H -14.305407 -15.789748 32.179059 0.0717 0.1124 -0.3202
C -16.114936 -19.109610 24.502319 -1.2422 -0.2007 1.3631
C -17.001095 -19.786795 25.617650 1.1699 0.9237 -0.3560
C -17.791544 -21.012426 25.103333 -0.1186 1.1992 -0.2256
O -16.120347 -20.171883 26.676741 0.1193 -0.6234 0.2175
H -15.564765 -18.242583 24.867944 0.3279 -0.4047 0.6453
H -16.782312 -18.591853 23.813376 0.0802 -0.8718 -0.8706
H -15.433553 -19.901341 24.190920 -0.0664 0.4160 -0.8225
H -17.551910 -18.985046 26.109491 -1.1097 -0.1191 -0.6794
H -18.600858 -21.309363 25.770376 0.4024 -0.2768 0.4657
H -17.095939 -21.813583 24.853562 -0.0915 -0.1143 0.3160
H -18.337891 -20.779117 24.189454 0.2305 0.2419 -0.2628
H -16.382771 -19.622249 27.418790 0.2786 -0.2354 0.2479
```
Positions in Å, forces in eV/Å.

## Properties
2S+1 = 1
Charge = +1
Orbital gap = 3.453 eV
Molar mass = 955.72 g/mol
Electronic energy = -121480.3936 eV

Atom charges from the Mulliken analysis, given in e for atoms 1 to 5: number 1, Sn, carries 1.546; number 2, Zn, carries -0.506; number 3, B, carries 3.257; number 4, H, carries -0.613; number 5, H, carries -0.623